(1)
Molecular formula: C36H32F6IN13O2Ru
Method: DFT, the ωB97M-V functional and the def2-TZVPD basis

Last column: Löwdin spin population.
Positions of all 91 atoms, in Å:
Ru  0.496  -0.655  -0.496  0.780
C  5.727  1.136  0.148  0.000
N  4.589  0.485  -0.507  0.001
C  3.473  0.014  0.038  0.002
N  2.614  -0.304  -0.923  0.001
C  3.287  0.014  -2.063  0.001
N  4.482  0.498  -1.849  0.001
C  5.574  2.635  0.073  0.000
C  6.415  3.413  -0.707  0.000
C  6.213  4.788  -0.793  0.000
C  5.162  5.386  -0.120  0.000
C  4.300  4.597  0.640  0.000
C  4.515  3.233  0.740  0.000
C  3.151  5.194  1.320  0.000
N  2.808  6.427  1.416  0.000
N  1.625  6.445  2.167  0.000
C  1.363  5.221  2.449  0.000
O  2.282  4.360  1.945  0.000
C  0.243  4.664  3.208  0.000
C  -0.762  5.496  3.687  0.000
C  -1.831  4.940  4.373  0.000
C  -1.899  3.569  4.575  0.000
C  -0.888  2.738  4.107  0.000
C  -0.979  1.250  4.366  0.000
N  -0.291  0.458  3.342  0.000
C  -0.392  0.579  2.029  0.001
N  0.415  -0.314  1.461  -0.004
C  0.995  -0.969  2.513  0.000
N  0.592  -0.517  3.670  0.000
C  0.185  3.292  3.428  0.000
H  6.632  0.808  -0.356  0.000
H  5.741  0.786  1.179  0.000
H  3.317  -0.104  1.098  0.000
H  2.888  -0.122  -3.056  0.000
H  7.231  2.951  -1.250  0.000
H  6.873  5.391  -1.402  0.000
H  4.993  6.453  -0.173  0.000
H  3.845  2.634  1.347  0.000
H  -0.692  6.562  3.519  0.000
H  -2.624  5.577  4.739  0.000
H  -2.747  3.144  5.100  0.000
H  -2.024  0.941  4.388  0.000
H  -0.525  0.978  5.316  0.000
H  -1.036  1.280  1.521  0.000
H  1.697  -1.779  2.396  0.000
H  0.992  2.671  3.063  0.000
I  -1.105  2.742  -0.764  0.031
C  0.530  1.377  -0.959  -0.006
H  0.960  1.562  -1.941  -0.001
H  1.228  1.732  -0.198  -0.001
C  -2.046  0.069  -2.856  0.001
C  -2.361  -0.530  -1.531  0.011
N  -1.538  -0.675  -0.493  0.010
C  -2.274  -1.295  0.511  0.007
C  -3.540  -1.484  0.084  0.000
N  -3.580  -0.992  -1.202  0.007
C  -4.768  -0.998  -2.068  0.001
N  -5.584  -2.132  -1.807  0.000
N  -6.769  -1.970  -1.140  0.000
N  -7.272  -3.113  -0.903  0.000
C  -6.414  -4.088  -1.396  0.000
C  -6.504  -5.482  -1.349  0.000
C  -5.460  -6.193  -1.893  0.000
C  -4.349  -5.544  -2.476  0.000
C  -4.255  -4.172  -2.534  0.000
C  -5.320  -3.462  -1.974  0.000
H  -0.982  0.276  -2.918  0.000
H  -2.586  1.004  -2.999  0.000
H  -2.305  -0.615  -3.666  0.001
H  -1.834  -1.584  1.447  0.000
H  -4.400  -1.917  0.564  0.000
H  -4.440  -0.985  -3.105  0.000
H  -5.375  -0.117  -1.869  0.000
H  -7.356  -5.968  -0.894  0.000
H  -5.483  -7.274  -1.875  0.000
H  -3.546  -6.146  -2.883  0.000
H  -3.400  -3.682  -2.978  0.000
C  2.241  -3.516  -2.347  0.004
C  1.050  -3.573  -1.384  0.009
O  1.071  -2.589  -0.422  0.135
C  -0.234  -3.431  -2.216  0.000
F  -0.432  -4.372  -3.133  0.000
F  -0.139  -2.230  -2.894  0.000
F  -1.341  -3.344  -1.479  0.000
C  1.060  -4.942  -0.671  0.004
F  -0.027  -5.121  0.090  0.001
F  2.134  -5.029  0.123  0.000
F  1.117  -5.960  -1.544  0.001
H  2.312  -2.518  -2.767  0.000
H  2.136  -4.236  -3.158  0.000
H  3.154  -3.730  -1.795  0.000

Computed properties:
**E**: -88300.12586 eV
**Total charge**: +1
**Highest occupied orbital energy (spin up / spin down)**: -11.10 / -11.10 eV
**E_LUMO (spin up / spin down)**: -3.0 / -3.9 eV
**Spin multiplicity**: 2
**Expectation value of S²**: 0.75
**Relative energy (zero: lowest compared OMol25 entry of this formula, charge and spin)**: 22.5 kcal per mole

(2)
Molecular formula: C36H32N3O2
Method: DFT, the ωB97M-V functional and the def2-TZVPD basis

Last column: Mulliken charge in e.
Positions of all 73 atoms, in Å:
C  1.680  -6.551  -1.944  -0.404
C  1.620  -5.753  -3.092  -0.806
C  2.022  -4.419  -3.043  -0.228
C  2.466  -3.867  -1.823  -0.660
C  2.799  -2.430  -1.738  0.671
C  3.646  -1.879  -2.707  -0.687
C  3.560  -0.582  -3.225  0.157
C  3.237  -0.420  -4.613  0.600
C  2.850  0.841  -5.137  -0.381
C  2.582  0.997  -6.492  -0.740
C  2.630  -0.109  -7.360  -0.392
C  2.908  -1.381  -6.841  -0.886
C  3.195  -1.541  -5.491  -0.069
C  2.141  -1.649  -0.705  -0.130
C  2.752  -0.515  -0.139  1.199
C  2.182  0.123  0.957  -0.864
C  0.862  -0.163  1.317  -0.651
C  0.197  -1.227  0.701  -0.820
C  0.869  -2.028  -0.213  -0.597
C  2.558  -4.695  -0.686  0.134
C  2.172  -6.032  -0.743  -0.806
H  1.351  -7.587  -1.982  0.401
H  1.270  -6.179  -4.031  0.414
H  1.949  -3.773  -3.922  0.366
H  4.277  -2.620  -3.216  1.041
H  3.539  0.311  -2.604  0.207
H  2.767  1.684  -4.446  0.437
H  2.352  1.984  -6.896  0.404
H  2.443  0.016  -8.429  0.406
H  2.917  -2.253  -7.497  0.410
H  3.397  -2.542  -5.105  0.368
H  3.707  -0.193  -0.549  0.324
H  2.775  0.818  1.539  0.519
H  0.361  0.431  2.080  0.417
H  -0.837  -1.447  0.963  0.422
H  0.387  -2.924  -0.610  0.466
H  2.948  -4.267  0.240  0.490
H  2.270  -6.650  0.152  0.405
C  7.805  0.264  -2.350  -1.202
N  6.968  1.380  -1.995  0.710
C  5.737  1.259  -1.232  -0.122
H  5.064  0.524  -1.787  -1.017
C  5.974  0.880  0.221  0.842
C  6.479  1.880  1.087  -0.800
C  6.723  1.618  2.430  -0.620
C  6.413  0.344  2.951  -0.350
N  6.316  0.177  4.365  0.933
O  5.813  -0.868  4.837  -0.569
O  6.715  1.110  5.101  -0.571
C  6.025  -0.689  2.080  -0.631
C  5.824  -0.425  0.724  0.064
N  5.210  2.607  -1.368  0.691
C  3.926  3.020  -0.863  -1.162
C  6.157  3.465  -1.874  0.505
C  7.269  2.691  -2.268  0.608
C  8.468  3.301  -2.641  -0.904
C  8.504  4.698  -2.656  -0.604
C  7.391  5.468  -2.271  -0.683
C  6.204  4.859  -1.850  -0.710
H  8.146  0.364  -3.390  0.426
H  8.695  0.231  -1.706  0.344
H  7.231  -0.667  -2.258  0.309
H  6.693  2.882  0.704  0.477
H  7.101  2.382  3.107  0.503
H  5.877  -1.676  2.514  0.481
H  5.521  -1.236  0.048  0.363
H  3.540  3.831  -1.490  0.454
H  3.236  2.167  -0.921  0.222
H  3.981  3.396  0.169  0.293
H  9.339  2.691  -2.880  0.429
H  9.414  5.216  -2.950  0.379
H  7.470  6.558  -2.287  0.379
H  5.341  5.426  -1.497  0.395

Computed properties:
**E**: -46405.11711 eV
**Total charge**: +1
**Highest occupied orbital energy**: -9.13 eV
**E_LUMO**: -5.7 eV
**Relative energy (zero: lowest compared OMol25 entry of this formula, charge and spin)**: 17.0 kcal per mole

(3)
Molecular formula: C36H32O22
Method: DFT, the ωB97M-V functional and the def2-TZVPD basis

Last column: Mulliken charge in e.
Positions of all 90 atoms, in Å:
O  6.528  -23.882  -16.531  -0.537
C  6.455  -24.924  -17.173  0.910
C  6.742  -24.917  -18.562  -0.860
C  6.645  -26.197  -19.444  0.505
O  6.828  -26.229  -20.819  -0.403
C  6.298  -27.512  -18.744  0.411
O  6.209  -28.470  -19.465  -0.559
C  6.195  -27.500  -17.365  -1.359
C  6.168  -26.164  -16.565  0.495
O  5.840  -26.116  -15.238  -0.348
H  6.909  -24.009  -19.146  0.320
H  6.576  -25.462  -21.065  0.278
H  5.977  -28.130  -16.726  0.902
H  5.661  -25.135  -15.033  0.247
O  5.743  -26.902  -5.058  -0.567
C  5.396  -26.898  -6.188  0.699
C  5.056  -28.132  -6.810  -0.568
C  4.473  -28.210  -8.230  0.622
O  4.284  -29.452  -8.881  -0.434
C  4.282  -26.986  -9.015  0.460
O  3.666  -27.028  -10.176  -0.635
C  4.756  -25.698  -8.494  -0.410
C  5.284  -25.655  -6.999  -0.115
O  5.533  -24.510  -6.435  -0.398
H  5.324  -29.073  -6.249  0.225
H  4.544  -30.141  -8.218  0.332
H  4.463  -24.722  -8.991  0.409
H  6.044  -24.704  -5.608  0.335
O  14.139  -26.972  -11.973  -0.643
C  13.315  -26.020  -11.670  1.080
C  13.763  -25.065  -10.558  -0.817
C  12.883  -23.891  -10.221  0.445
O  13.142  -23.060  -9.163  -0.424
C  11.533  -23.804  -10.836  0.646
O  10.851  -22.777  -10.519  -0.560
C  11.151  -24.694  -11.925  -1.148
C  12.073  -25.887  -12.322  -0.093
O  11.689  -26.912  -13.266  -0.403
H  14.693  -25.016  -10.139  0.385
H  13.985  -23.177  -8.730  0.334
H  10.272  -24.467  -12.371  0.836
H  12.336  -27.511  -13.052  0.314
O  6.518  -21.743  -5.799  -0.572
C  6.581  -20.845  -6.713  0.710
C  6.542  -19.422  -6.388  -0.854
C  7.221  -18.516  -7.387  -0.025
O  7.482  -17.133  -7.175  -0.514
C  7.526  -18.891  -8.788  0.848
O  7.830  -18.160  -9.693  -0.574
C  7.476  -20.288  -9.064  -1.493
C  6.990  -21.215  -8.001  0.627
O  6.806  -22.590  -8.383  -0.199
H  5.984  -19.237  -5.433  0.354
H  7.790  -17.016  -8.043  0.355
H  7.594  -20.684  -9.830  1.243
H  6.599  -22.997  -7.707  0.149
O  4.649  -23.585  -14.164  -0.363
C  3.961  -22.649  -14.180  0.604
C  2.816  -22.636  -13.348  -0.524
C  1.860  -21.395  -13.243  0.742
O  0.986  -21.338  -12.283  -0.445
C  1.899  -20.357  -14.234  0.318
O  1.110  -19.499  -14.193  -0.498
C  3.109  -20.322  -15.058  -1.102
C  4.191  -21.415  -14.970  0.310
O  5.219  -21.430  -15.795  -0.538
H  2.725  -23.569  -12.629  0.160
H  0.978  -22.098  -11.620  0.365
H  3.100  -19.369  -15.424  0.471
H  5.834  -22.256  -15.442  0.382
C  7.858  -22.313  -12.515  -0.859
C  7.351  -23.789  -12.647  1.072
C  6.463  -24.321  -11.485  -1.660
O  7.518  -24.472  -13.698  -0.537
H  7.151  -21.883  -11.726  0.059
H  7.885  -21.942  -13.575  0.333
H  8.817  -22.329  -12.158  0.308
H  6.033  -25.221  -11.857  0.401
H  5.797  -23.609  -11.343  0.768
H  7.067  -24.571  -10.550  0.276
C  7.221  -28.396  -11.406  -0.861
C  8.354  -28.944  -12.287  0.584
C  8.653  -28.204  -13.631  -0.361
O  9.048  -29.889  -11.974  -0.579
H  7.494  -27.366  -11.053  0.113
H  6.861  -29.063  -10.524  0.200
H  6.468  -28.410  -11.991  0.586
H  7.825  -28.255  -14.420  0.120
H  9.537  -28.546  -14.220  0.264
H  8.782  -27.188  -13.287  -0.071

Computed properties:
**E**: -82872.92492 eV
**Highest occupied orbital energy**: -8.70 eV
**E_LUMO**: -2.7 eV
**SMILES string**: O=C1C=C(O)C(=O)C=C1O.O=C1C=C(O)C(=O)C=C1O.O=C1C=C(O)C(=O)C=C1O.O=C1C=C(O)C(=O)C=C1O.O=C1C=C(O)C(=O)C=C1O.CC(C)=O.CC(C)=O
**Relative energy (zero: lowest compared OMol25 entry of this formula, charge and spin)**: 485.0 kcal per mole

Among the records above, which one has the highest relative energy (zero: lowest compared OMol25 entry of this formula, charge and spin)?
C36H32O22

Among the records above, which one has the lowest E?
C36H32F6IN13O2Ru

Look up the E of the first one.
-88300.12586 eV